(1)
22
Properties=species:S:1:pos:R:3:lowdin_charge:R:1 method="wB97M-V/def2-TZVPD" energy_ha=-853.01298 multiplicity=1 largest_force_ev_per_a=5.48 orbital_gap_ev=7.920 total_charge=+1
Al -1.645 -0.526 1.878 0.94
C -1.460 3.074 0.312 0.05
C -1.621 1.672 0.897 -0.56
O -2.666 1.474 1.584 0.09
O -0.787 0.760 0.591 0.03
H -0.903 2.925 -0.613 0.09
H -0.734 3.646 0.890 0.10
H -2.379 3.651 0.211 0.10
O -0.039 -1.607 2.484 -0.17
H 0.744 -1.796 3.037 0.05
O -1.183 -1.543 0.447 0.10
C -0.132 -1.333 -0.131 -0.51
O 0.725 -0.643 0.399 0.03
C 1.708 -0.216 -0.487 -0.10
C 1.752 -1.307 -1.492 -0.12
C 0.291 -1.666 -1.481 -0.04
H 2.710 -0.204 -0.057 0.15
H 1.388 0.741 -0.899 0.15
H 2.189 -2.250 -1.164 0.14
H 2.062 -1.069 -2.510 0.14
H 0.087 -2.730 -1.603 0.16
H -0.108 -1.056 -2.292 0.16

(2)
19
Properties=species:S:1:pos:R:3:lowdin_charge:R:1 method="wB97M-V/def2-TZVPD" energy_ha=-5457.81609 multiplicity=1 relative_energy_kj_mol=64.1 smiles="CC(C)(C)C(Br)(Br)C=O" largest_force_ev_per_a=4.35 orbital_gap_ev=8.718
C -0.078 1.114 -1.777 -0.43
C 0.806 1.098 0.817 -0.03
C -0.847 -0.911 1.449 -0.06
C 1.007 -1.165 -0.186 -0.07
C -0.867 0.399 -0.816 -0.90
C -0.040 -0.155 0.347 -0.59
O 1.055 0.942 -2.058 0.08
Br -2.426 1.305 -0.250 0.82
Br -1.699 -1.350 -2.089 0.47
H -0.597 1.970 -2.295 0.13
H 1.565 1.326 0.070 0.08
H 0.173 1.990 0.939 0.08
H 1.247 1.104 1.713 0.04
H -0.071 -1.289 2.058 0.07
H -1.656 -0.368 2.000 0.08
H -1.310 -1.726 0.966 0.05
H 1.668 -0.731 -0.961 0.10
H 0.402 -1.964 -0.453 0.01
H 1.669 -1.590 0.525 0.08

(3)
22
Properties=species:S:1:pos:R:3:lowdin_charge:R:1 method="wB97M-V/def2-TZVPD" energy_ha=-8484.76968 multiplicity=1 relative_energy_kj_mol=0.0 largest_force_ev_per_a=3.80 orbital_gap_ev=9.200
C -0.645 0.665 -0.615 -0.24
C 0.185 1.542 0.246 -0.19
C -0.149 -0.778 -0.605 -0.15
C 0.254 0.997 1.655 -0.20
C 0.004 -1.306 0.883 -0.18
C 3.986 -0.898 -0.545 -1.76
N 0.862 -0.358 1.601 -0.52
O 2.974 -0.275 0.003 -0.63
S 2.458 -0.517 1.763 1.01
Br 3.692 -2.894 -0.372 0.52
Br 4.053 -0.513 -2.436 0.65
Br 5.713 -0.450 0.302 0.59
H -1.695 0.713 -0.324 0.12
H -0.594 0.958 -1.578 0.07
H 1.145 1.474 -0.070 0.07
H -0.270 2.582 0.183 0.15
H -1.152 -1.265 -1.000 0.14
H 0.681 -0.956 -1.400 0.13
H 0.856 1.705 2.287 0.13
H -0.657 0.845 2.095 0.09
H -0.927 -1.503 1.488 0.14
H 0.574 -2.212 0.797 0.08

(4)
25
Properties=species:S:1:pos:R:3:lowdin_charge:R:1 method="wB97M-V/def2-TZVPD" energy_ha=-3530.18833 multiplicity=1 smiles="NC[C@@H](O)Cc1nnn(CC(=O)Br)[n+]1I" largest_force_ev_per_a=6.22 orbital_gap_ev=6.677 total_charge=+1
N -3.181 -0.013 -2.998 -0.03
C -1.692 -0.224 -3.082 -0.21
C -1.096 -0.323 -1.602 -0.34
O 0.093 -1.159 -1.500 -0.08
C -0.658 1.122 -0.987 -0.05
C -0.143 0.782 0.504 -0.18
N -1.066 0.222 1.473 0.15
N -0.261 0.044 2.544 0.12
N 0.989 0.438 2.311 -0.18
C 1.997 0.276 3.389 -0.10
C 2.762 -1.153 3.273 -0.71
O 2.318 -2.126 2.656 0.02
Br 4.493 -1.258 4.254 0.71
N 1.180 0.914 1.052 -0.41
I 2.879 1.634 0.154 1.08
H -3.601 -0.587 -2.255 0.07
H -3.537 -0.375 -3.904 0.08
H -1.178 0.571 -3.725 0.13
H -1.537 -1.268 -3.560 0.13
H -1.856 -0.756 -0.848 0.15
H 0.370 -1.480 -2.384 0.10
H 0.178 1.587 -1.630 0.11
H -1.586 1.784 -0.976 0.14
H 2.732 1.147 3.467 0.12
H 1.400 0.202 4.375 0.16

(5)
23
Properties=species:S:1:pos:R:3:lowdin_charge:R:1 method="wB97M-V/def2-TZVPD" energy_ha=-3096.23324 multiplicity=1 relative_energy_kj_mol=0.0 largest_force_ev_per_a=1.89 orbital_gap_ev=2.036 total_charge=-3
Cu 1.134 -0.368 -1.348 0.06
Cl -0.360 -2.479 -0.181 -0.52
Cl 2.059 -0.152 -3.909 -0.61
O 3.169 -0.330 -0.438 -0.38
C 3.620 -0.124 0.838 -0.50
C 5.188 -0.089 1.074 -0.62
O 6.018 0.528 0.243 -0.40
H 3.219 -0.952 1.486 0.06
H 3.207 0.829 1.278 0.05
H 5.480 -1.181 1.182 0.04
H 5.209 0.257 2.170 0.03
O -0.591 0.839 -0.266 0.09
C -1.749 0.595 -0.325 -0.53
O -2.365 0.336 -1.506 0.02
C -3.768 0.265 -1.378 -0.18
C -4.042 0.114 0.137 -0.16
C -2.714 0.471 0.838 -0.07
H -4.144 -0.657 -1.821 0.12
H -4.232 1.157 -1.799 0.11
H -4.353 -0.890 0.412 0.10
H -4.827 0.805 0.462 0.09
H -2.448 -0.381 1.458 0.11
H -2.711 1.406 1.392 0.11

(6)
20
Properties=species:S:1:pos:R:3:lowdin_charge:R:1 method="wB97M-V/def2-TZVPD" energy_ha=-1956.36691 multiplicity=1 relative_energy_kj_mol=207.8 largest_force_ev_per_a=3.37 orbital_gap_ev="7.218 / 7.218"
C -1.166 1.986 -0.034 -0.89
C -2.577 -1.533 0.128 -1.26
C 0.885 0.218 1.365 -0.13
C 0.624 -1.564 -0.372 -0.15
C 1.672 0.683 -0.978 -0.09
C 0.628 -0.057 -0.066 -0.73
P -1.284 0.367 -0.380 0.98
Cl -2.538 3.007 0.028 0.55
Cl -3.829 -0.813 1.080 0.47
Cl -3.067 -2.132 -1.328 0.55
H -0.252 2.488 0.205 0.00
H 1.801 -0.370 1.659 0.11
H 1.130 1.234 1.527 0.07
H 0.025 -0.142 1.863 0.06
H 1.572 -1.960 -0.245 0.04
H 0.227 -1.866 -1.377 0.09
H 0.074 -1.936 0.538 0.08
H 2.719 0.357 -0.606 0.11
H 1.713 0.297 -2.069 0.10
H 1.644 1.737 -0.938 0.04